1.
# C20H16BrN3O6S2Ti

A molecular structure, C20H16BrN3O6S2Ti (the ωB97M-V functional and the def2-TZVPD basis, the OMol25 dataset).

```
! RIJCOSX wB97M-V def2-TZVPD def2/J DEFGRID3
* xyz -2 3
C -1.26037 3.45319 -3.40362
C 1.55658 -1.38813 -2.47377
C 0.64432 -5.56729 1.47410
C 3.65800 -1.60687 -3.61170
N 0.86587 -0.31384 1.54177
C 4.09020 -0.54088 -2.87737
H 0.61674 4.36035 -4.04580
C 0.84857 2.96228 -2.44589
O 2.87757 1.73626 -0.30065
Br -0.25526 -2.02773 -2.30363
C 0.12217 3.67191 -3.37607
H -1.17189 -4.73664 0.70670
C 0.22721 -6.99995 1.25611
C 3.74374 1.23827 -1.20836
H 0.97525 -7.69222 1.64611
H -0.90464 0.10220 2.65383
H -1.87847 3.98286 -4.12251
H 1.92367 3.07425 -2.36202
H 0.09603 -7.21800 0.19348
O 3.12793 -1.18230 1.00680
C 2.30583 -3.95167 2.16551
C 2.30732 -2.04600 -3.41131
O 2.42678 -1.13451 3.36500
S 2.05960 -1.25309 1.96873
C 1.44987 -2.91550 1.81136
C 0.14541 0.40451 2.63378
H -0.45275 -2.37828 1.00924
C 0.19628 -3.19535 1.29577
O 0.62583 2.32092 1.31569
C 1.90036 -5.26678 1.99824
O -0.23186 2.62810 3.37113
H 5.08765 -0.13173 -2.96694
O 4.83600 1.75572 -1.40994
H 2.57150 -6.07499 2.27154
H -0.72106 -7.22119 1.75223
C -1.83768 2.57723 -2.53136
H 3.28542 -3.72344 2.56593
N 1.91982 -0.37083 -1.70706
C 3.24513 0.08830 -1.95203
H 1.87194 -2.86543 -3.96160
H -2.90249 2.38453 -2.53015
Ti 1.17627 0.95875 -0.09378
S -1.60601 0.75862 -0.42086
C -1.03772 1.87861 -1.58474
H 4.30838 -2.10207 -4.32301
C 0.17013 1.92337 2.45291
N 0.29233 2.09786 -1.59591
C -0.19597 -4.52016 1.13171
H 0.58567 0.16961 3.59957
*
```

Its expectation value of S² is 2.017. For the LUMO energy (spin up / spin down), the calculation gives 4.289 / 4.287 eV. The calculation puts the HOMO energy (spin up / spin down) at 0.306 / -2.227 eV.

***

2.
# C2H3NOS2

C2H3NOS2 in the gas phase (the ωB97M-V functional and the def2-TZVPD basis, the OMol25 dataset).

```
! RIJCOSX wB97M-V def2-TZVPD def2/J DEFGRID3
* xyz 0 1
C 0.47646 -0.08024 -0.08985
H 1.35370 -0.59649 -0.69532
S -1.65455 1.53279 -0.42084
H -1.54192 -0.01437 -2.66169
C -0.59720 0.38451 -0.96540
S 1.52500 -0.60440 2.22586
O -0.67134 -0.24082 -2.14777
N 0.40147 0.01690 1.21545
H 0.70839 -0.39787 3.53956
*
```

As for the SMILES: OC(=S)/C=N/S. For the LUMO energy, the calculation gives -0.784 eV. The calculation puts the HOMO energy at -8.791 eV.

***

3.
# C17H17NO11P2S

C17H17NO11P2S in the gas phase (the ωB97M-V functional and the def2-TZVPD basis, the OMol25 dataset).

```
! RIJCOSX wB97M-V def2-TZVPD def2/J DEFGRID3
* xyz 0 1
P 2.15840 -3.26467 -4.26113
S -2.15919 5.77177 -0.04824
O 3.47097 -2.61701 -3.68771
C -1.29230 4.45285 0.79831
P 0.36973 -4.11428 2.16016
H -0.07804 5.86520 1.99632
H 0.62103 0.29522 -1.03557
O -1.34962 7.16231 0.36927
C -0.36589 4.85157 1.78832
H 0.80421 -4.02164 4.13842
H 1.05035 4.17597 3.19787
N -0.46181 -0.33009 1.85810
H 1.75218 -4.49224 -5.74106
H 1.54729 -0.88375 2.42584
C 1.13820 -2.90792 -1.97788
C 0.05240 2.51175 2.32822
C -1.51690 3.05199 0.56922
C 1.12337 -1.34654 0.32732
H -2.91949 3.30829 -1.08420
O 1.55506 -2.19873 -5.07217
O -2.12443 5.65793 -1.50013
H 0.49322 -1.04448 -2.96180
C 0.87202 -0.75767 -0.89424
H -2.03498 7.83865 0.25978
C 1.41660 -2.72748 0.38953
O 0.73268 -4.79690 3.57220
O -0.78879 -3.23080 2.46939
C 0.79312 -1.52826 -2.02539
O 2.52972 -4.38353 -5.24568
O 1.67532 -3.31474 1.58282
C -2.07592 0.32822 0.25802
C -0.86222 2.07846 1.38815
C -1.11113 0.68936 1.18870
O -3.53930 5.96766 0.41183
C 0.28866 3.86557 2.50804
H -3.42396 0.92174 -1.29711
C -2.41865 2.62515 -0.40229
C 0.99419 -0.50375 1.59338
H 0.52811 1.80762 3.01501
H 3.69554 -2.03097 -4.40027
O 1.17949 -3.73934 -3.06932
H -0.97762 -1.20965 2.01916
H -0.89440 -5.53551 1.50579
H 1.76664 -4.54118 -0.74508
O -0.07238 -5.22698 1.12028
C -2.72065 1.26499 -0.57074
C 1.45854 -3.51248 -0.75881
H 1.43530 0.47247 1.44061
H -2.31467 -0.70414 0.09877
*
```

As for the SMILES: O=P(O)(O)Oc1ccc(CNc2cccc3c(S(=O)(=O)O)cccc23)c(OP(=O)(O)O)c1. For the LUMO energy, the calculation gives -0.254 eV. The calculation puts the HOMO energy at -7.834 eV.

***

4.
# C25H35BBrMgN8Si2

A molecular structure, C25H35BBrMgN8Si2 (the ωB97M-V functional and the def2-TZVPD basis, the OMol25 dataset).

```
! RIJCOSX wB97M-V def2-TZVPD def2/J DEFGRID3
* xyz 0 2
H -4.39537 0.22519 5.96322
C 0.40482 -2.42269 3.38778
H -2.24264 0.88632 4.41644
H 3.74993 -0.43808 2.05540
H 0.18909 -1.40550 -3.10456
H -5.89223 -1.37546 4.30121
H 0.16602 3.50811 0.62227
C 1.10314 -1.96765 -3.29705
H 1.95972 2.77190 -0.47796
N -3.24312 -0.30362 2.96728
C -3.10225 0.27971 4.18546
H 1.85313 -4.23370 -1.18516
C 3.41845 0.56331 1.77874
C 1.84737 -3.28434 -0.64573
H 2.00620 -2.05618 1.87379
C -1.85822 3.46820 1.56184
H 0.85760 -3.15754 -0.20481
H 0.80851 -3.12766 4.09124
H 4.76002 -2.29352 -1.71253
C -0.84788 -1.85216 3.39690
C -1.78309 1.73807 -1.91229
N 0.20673 -1.04048 1.63231
C 0.20397 1.54728 -3.20384
H 3.42423 2.89323 -1.43606
C -4.95270 -0.88699 4.10059
C -4.18614 -0.06648 4.94969
N -2.65284 -0.85066 0.51537
C 3.03974 2.61630 -0.45218
H 3.46812 3.30128 0.28103
C -3.87421 -1.16160 0.04656
C -0.47916 1.25603 -2.02737
C -0.66547 2.96727 1.04208
C -2.38579 2.47767 -2.92325
C -1.67007 2.74544 -4.07603
H 4.11861 1.27078 2.22874
C -0.37626 2.28696 -4.23201
C 1.02071 -1.87661 2.26097
H -4.74337 -1.02117 0.66114
C 4.00818 -2.25513 -2.49916
H 4.31606 -1.50370 -3.22721
H -3.54262 2.24668 2.37160
C -3.73537 -1.67422 -1.22499
H -1.67227 -1.98610 4.07503
H 2.57435 -3.36580 0.16382
Si 2.28358 -1.90756 -1.83736
C -2.36407 -1.63281 -1.46796
H 0.17234 2.49988 -5.13987
H 0.83020 -2.99661 -3.53882
N -0.94338 -1.02010 2.34505
N -0.64136 1.64172 1.10020
C -2.56543 2.34436 1.93091
H -3.39975 2.83832 -2.81262
H 5.87017 1.15751 -0.12964
N -1.70923 -1.14058 -0.42589
H 1.56454 -1.53150 -4.18515
Si 3.43748 0.81881 -0.07495
H -4.51424 -2.03055 -1.87402
H 5.30801 0.64091 -1.72291
N -4.38057 -1.03241 2.92034
N -1.81956 1.26084 1.65609
H 3.99796 -3.22581 -3.00032
H -2.37500 1.53965 -1.02249
H 2.04849 0.48431 -1.95607
H 5.51052 -0.54147 -0.42841
H 2.43688 0.73423 2.21998
Br -2.47968 3.75652 -5.46668
H -1.82460 -1.92888 -2.35261
C 5.19308 0.47673 -0.65102
Mg 0.07364 0.08348 -0.20869
B -2.19568 -0.24374 1.86590
H -2.16288 4.49500 1.65048
C 2.22926 -0.17982 -1.10852
H 1.21564 1.19689 -3.37325
*
```

Its expectation value of S² is 0.760. For the LUMO energy (spin up / spin down), the calculation gives 0.573 / -2.075 eV. The calculation puts the HOMO energy (spin up / spin down) at -8.519 / -8.243 eV.

***

5.
# C23H18O5S

C23H18O5S in the gas phase (the ωB97M-V functional and the def2-TZVPD basis, the OMol25 dataset).

```
! RIJCOSX wB97M-V def2-TZVPD def2/J DEFGRID3
* xyz 0 1
S -5.45494 -3.14898 -0.76356
O 1.60576 2.04386 -0.57684
C 4.79452 -3.78750 -1.29479
C 6.09706 -2.95580 0.53398
H 2.31472 4.16433 0.91574
C -0.13058 2.84333 0.96579
C -2.83762 -0.30234 0.17901
H 4.68839 -4.43794 -2.15068
H 2.72850 -1.02912 1.62249
H -1.49439 2.25932 -2.69048
C 3.87164 -2.11078 0.16706
C 5.96911 -3.79144 -0.56264
H -1.23870 1.03554 2.68200
O -0.22648 3.53331 1.94986
H 2.89156 0.12844 -1.20899
C 2.75817 -1.17379 0.54104
C 1.66162 4.37936 0.07314
C -1.06017 2.33780 -1.70571
C -5.07788 -3.13192 0.91600
H -3.81658 -1.98024 2.21872
C -0.08640 3.37110 -1.50220
C -1.47858 1.51848 -0.69822
C -4.18634 -2.16445 1.22732
H 1.79690 -1.58430 0.22475
O 0.14407 4.28454 -2.26329
H 1.03259 5.22943 0.32156
C -2.43041 0.46024 -0.86759
H 7.01066 -2.95586 1.11019
C -1.52921 0.92329 1.64816
C 1.96615 1.20457 0.38234
O 1.53351 1.24531 1.50808
C 5.05507 -2.12053 0.89447
H 5.15655 -1.47174 1.75290
H 2.83763 -2.95210 -1.50607
C 2.96528 0.19292 -0.12326
H 6.78160 -4.44454 -0.84442
H -5.54401 -3.84277 1.56817
H -4.29706 -1.46290 -2.04999
H 3.96093 0.57000 0.12683
C 0.77770 3.17646 -0.21325
H 2.25223 4.61505 -0.80793
C 3.75365 -2.95076 -0.93208
O -2.38082 -0.08870 1.44427
C -4.40005 -1.83819 -1.05225
H -2.81686 0.26845 -1.85404
C -3.78207 -1.40144 0.09218
C -1.04525 1.71179 0.67059
*
```

As for the SMILES: C[C@]1(OC(=O)CCc2ccccc2)C(=O)C=C2C=C(c3ccsc3)OC=C2C1=O. For the LUMO energy, the calculation gives -0.540 eV. The calculation puts the HOMO energy at -8.217 eV.

***

6.
# C5H6Cl2IrN2O4Tm

A molecular structure, C5H6Cl2IrN2O4Tm (the ωB97M-V functional and the def2-TZVPD basis, the OMol25 dataset).

```
! RIJCOSX wB97M-V def2-TZVPD def2/J DEFGRID3
* xyz 4 7
Cl -1.03191 -1.81778 0.06724
H 2.45633 0.98151 -1.19139
O 1.04882 0.41118 1.14610
H 4.24551 0.22569 1.10525
H 1.85247 0.20126 3.35815
H 3.56619 -0.37954 -1.31989
O -5.43061 -3.16105 0.36355
N 3.36580 0.40172 0.60960
Ir -0.11386 0.50137 -0.48181
C 2.30952 0.38140 1.42483
Tm -2.89134 -0.16686 -0.52354
H 4.23903 1.26093 -1.04003
N 2.61227 0.39673 2.75156
C -0.78931 1.07358 -2.06371
O -1.10196 1.48097 -3.11877
H 3.57972 0.33134 3.05269
C 3.40857 0.58137 -0.82045
Cl -4.50035 1.58220 -0.75422
C -4.75503 -2.26743 0.05011
O -6.60612 -0.91001 -1.31347
C -5.46376 -1.10858 -1.30179
*
```

Its expectation value of S² is 12.060. For the LUMO energy (spin up / spin down), the calculation gives -15.657 / -19.659 eV. The calculation puts the HOMO energy (spin up / spin down) at -23.851 / -24.560 eV.

***

7.
# C7H13N

C7H13N in the gas phase (the ωB97M-V functional and the def2-TZVPD basis, the OMol25 dataset).

```
! RIJCOSX wB97M-V def2-TZVPD def2/J DEFGRID3
* xyz 0 1
H 0.51690 -0.68539 -2.55978
H -1.07169 -1.64429 1.31475
C -0.39788 -0.90574 0.87410
C -0.24054 1.16358 -1.53208
H -1.51518 0.57920 1.39159
C -0.19143 -1.47335 -0.66503
N -1.14047 0.28316 0.56249
H 1.68373 1.77663 1.54347
H 0.87179 -0.59712 2.81604
C 0.00268 0.98318 -0.04223
H 0.76533 -1.96934 -0.75558
H -1.34895 -0.66173 -2.26952
C 0.69114 1.33316 1.29363
H 1.87062 -0.56865 1.36836
C 0.77277 -0.19467 1.70147
H -1.13661 1.67973 -1.83824
H 0.70013 0.11518 -0.30319
H -0.03832 1.80269 1.94417
H 0.53665 1.73142 -2.22402
C -0.36680 -0.37978 -1.85424
H -0.96388 -2.36787 -0.76615
*
```

As for the SMILES: C1C[C@H]2CC[C@H](C1)N2. For the LUMO energy, the calculation gives 1.144 eV. The calculation puts the HOMO energy at -8.800 eV.

***

Maximum force? In order: 1.00, 3.34, 4.55, 0.58, 1.15, 7.01, 4.86 eV/A.
Calculated total energy? In order: -152589.04588, -27328.53035, -71334.78129, -130337.39798, -45215.20288, -73813.44497, -8954.70845 eV.